C40H78BeF3O29 | the ωB97M-V functional and the def2-TZVPD basis

E_HOMO   -10.84 eV
Total charge   +1
Frontier orbital gap   4.302 eV

The geometry in XYZ format:
```
151
Properties=species:S:1:pos:R:3:forces:R:3
Be -14.3749 -12.6264 -11.5931 -1.19 4.07 1.01
C -15.4719 -9.0101 -10.8379 -0.32 -2.70 0.94
O -16.9072 -9.2507 -10.8617 0.52 2.17 0.45
O -14.8905 -10.2242 -11.0251 1.55 -0.79 -0.81
C -14.9978 -7.8611 -11.7760 -1.18 -0.90 -1.66
F -15.5835 -6.7100 -11.4227 0.68 0.05 0.10
F -13.6719 -7.6935 -11.9622 -0.46 0.01 1.28
F -15.4368 -8.1308 -13.0376 -0.33 -0.06 -0.01
C -17.6421 -8.3191 -10.0121 0.46 -0.36 -0.01
C -19.0993 -8.5897 -10.2119 -0.66 0.90 -0.53
H -19.3360 -8.6424 -11.2773 0.14 -0.31 -0.02
H -19.4868 -9.4630 -9.6903 0.09 0.00 -0.01
H -19.6600 -7.7027 -9.9047 -0.11 -0.15 0.41
H -17.3408 -7.2848 -10.1825 -0.32 -0.01 -0.62
H -17.3983 -8.4267 -8.9480 0.28 -0.60 0.05
H -15.2596 -8.7142 -9.8019 0.20 0.57 0.17
C -18.8332 -2.9953 -10.6693 0.02 -1.44 -0.61
C -17.8806 -2.7997 -9.5075 0.03 0.42 -0.01
C -16.5002 -3.0875 -10.0730 -0.25 0.31 0.19
O -16.7553 -4.0530 -11.0805 0.16 -0.39 -0.36
C -17.9887 -3.7404 -11.7227 0.20 0.32 0.18
H -19.2457 -2.0674 -11.0577 -0.18 -0.11 0.12
H -19.5898 -3.7136 -10.3522 -0.56 0.54 -0.15
H -18.0102 -3.5625 -8.7402 -0.56 0.45 0.31
H -18.0961 -1.7718 -9.2178 0.69 -0.17 0.97
H -15.8444 -3.5563 -9.3420 0.13 0.20 -0.06
H -16.0329 -2.1700 -10.4450 0.16 -0.13 -0.33
H -18.4829 -4.6666 -12.0141 0.25 -0.07 -0.13
H -17.7742 -3.1418 -12.6123 -0.17 0.08 -0.08
C -20.5236 -6.7034 -6.8331 0.83 -0.48 -1.21
C -20.7170 -5.3396 -7.4650 -1.20 1.32 -0.08
C -20.8475 -4.3419 -6.2703 0.06 -1.67 -0.35
O -20.8897 -5.2297 -5.1321 0.18 1.07 0.64
C -21.1926 -6.5682 -5.5118 -0.57 1.10 0.66
H -19.4503 -6.8909 -6.7560 -0.05 -0.32 0.27
H -20.9871 -7.4472 -7.4836 0.22 -0.28 0.17
H -21.6792 -5.3606 -7.9824 0.04 0.12 -0.18
H -19.9865 -4.9735 -8.1858 0.23 -0.44 0.03
H -21.7521 -3.7370 -6.3404 -0.11 -0.08 0.10
H -19.9947 -3.6660 -6.2232 0.11 -0.14 0.42
H -22.2819 -6.6754 -5.5789 -0.09 -0.09 -0.28
H -20.8913 -7.1924 -4.6708 0.38 -0.16 -0.27
C -18.7094 -7.6401 -15.0716 1.64 0.05 0.71
C -18.9171 -6.8292 -13.7959 -0.20 0.88 0.07
C -20.4326 -6.9143 -13.5271 -0.36 -0.52 -1.54
O -20.9389 -7.7901 -14.5913 -0.31 -0.29 0.67
C -20.0620 -7.7336 -15.6843 0.28 -0.53 -0.62
H -18.2927 -8.6075 -14.7783 -0.28 -0.25 -0.24
H -17.9396 -7.1648 -15.6820 -0.15 -0.04 -0.24
H -18.5984 -5.8107 -14.0223 -0.21 0.14 0.32
H -18.3103 -7.1736 -12.9584 -0.04 -0.08 0.00
H -21.0193 -6.0109 -13.7001 0.52 0.48 0.50
H -20.6944 -7.3388 -12.5595 -0.07 -0.12 -0.10
H -20.2488 -6.9231 -16.3973 -0.23 0.36 0.32
H -20.1032 -8.6451 -16.2847 -0.54 -0.12 0.18
C -12.8764 -2.6482 -17.5537 1.17 0.39 -0.78
O -13.6563 -3.7812 -17.2227 -0.71 0.32 0.42
C -14.4465 -3.6631 -16.1309 0.74 2.46 0.44
O -14.7094 -2.6449 -15.5078 0.42 -0.81 -0.99
O -14.8322 -4.8451 -15.8130 -0.25 -2.50 0.71
C -15.6598 -5.0392 -14.6519 -0.73 -0.05 -0.68
H -13.2594 -1.6938 -17.2020 -0.15 -0.25 0.30
H -12.7356 -2.5788 -18.6337 -0.66 -0.24 -0.09
H -11.8491 -2.8299 -17.2295 -0.13 0.19 0.59
H -15.5700 -4.2390 -13.9235 -0.01 0.10 -0.14
H -15.4705 -6.0092 -14.1983 0.57 0.07 -0.21
H -16.6586 -5.1188 -15.0823 -0.28 0.35 0.49
C -23.1980 -8.4968 -9.7968 -0.19 2.25 0.65
O -23.5500 -8.1799 -11.1695 0.97 -1.79 0.42
C -23.5427 -6.9144 -11.5227 -0.67 1.32 -0.02
O -23.2301 -5.9557 -10.8536 0.23 -0.47 -0.13
O -24.0615 -6.8473 -12.7526 0.44 -0.39 -0.47
C -24.3140 -5.5648 -13.2967 -0.50 1.19 0.25
H -22.4980 -7.7560 -9.4018 0.10 0.20 -0.37
H -22.7100 -9.4358 -9.5518 -0.59 -0.48 -1.00
H -24.1122 -8.2662 -9.2519 0.00 -0.75 0.38
H -24.8284 -5.6584 -14.2499 -0.03 -0.52 0.13
H -23.4592 -4.9113 -13.4790 0.49 -0.54 0.23
H -24.9486 -5.0029 -12.6096 -0.11 -0.05 -0.03
C -11.2003 -9.4947 -12.8853 -0.19 -1.37 0.93
O -12.3302 -9.3414 -13.7356 0.05 0.30 -1.01
C -13.1474 -10.3521 -14.0003 -0.18 1.23 0.39
O -13.0380 -11.4683 -13.5206 -0.67 -1.46 0.77
O -14.0600 -9.9100 -14.8333 -0.26 0.74 -0.45
C -15.3083 -10.5800 -15.1157 1.05 -1.40 1.12
H -10.9570 -10.5581 -12.8492 0.13 0.05 0.11
H -11.4988 -9.1754 -11.8870 0.06 0.09 -0.02
H -10.3002 -8.9626 -13.1816 -0.50 0.36 -0.62
H -15.0818 -11.4093 -15.7842 -0.27 0.12 -0.26
H -16.0702 -9.9121 -15.5032 0.51 0.40 -0.08
H -15.6400 -11.0066 -14.1671 -0.26 0.03 -0.04
C -9.9793 -12.9202 -11.3623 -0.53 -0.37 -1.45
O -10.0495 -11.7946 -10.5075 -0.31 -0.37 0.79
C -11.2498 -11.3672 -10.1354 0.50 1.36 -0.43
O -12.3200 -11.8231 -10.4939 -1.04 -0.84 0.03
O -11.0541 -10.2415 -9.4453 -0.56 -1.09 -0.13
C -12.1734 -9.5165 -8.9069 -0.31 0.52 0.61
H -9.0928 -12.7691 -11.9732 0.03 -0.15 0.14
H -10.8520 -12.9407 -12.0195 0.10 0.28 -0.16
H -9.9817 -13.9186 -10.9241 0.34 0.37 0.82
H -12.6196 -9.9646 -8.0178 0.29 -0.59 -0.12
H -12.9897 -9.3397 -9.6055 0.34 -0.16 -0.41
H -11.7244 -8.5922 -8.5505 -0.09 0.11 -0.31
C -17.1548 -11.2204 -7.7418 -0.22 -0.12 -0.09
O -16.5951 -12.4764 -7.3358 0.18 -0.09 0.65
C -15.9521 -13.2664 -8.1540 -0.36 0.39 -0.09
O -15.4353 -12.8853 -9.1936 0.48 -0.58 -0.82
O -16.0090 -14.4928 -7.6434 0.37 0.53 -0.20
C -15.3902 -15.5395 -8.3752 -0.01 -0.86 0.73
H -17.3995 -11.2583 -8.8028 -0.19 0.10 0.05
H -16.5291 -10.3474 -7.5607 0.43 -0.35 0.07
H -18.0107 -11.1721 -7.0727 -0.22 0.35 -0.40
H -15.2165 -16.3519 -7.6686 -0.01 0.21 0.21
H -14.4058 -15.2506 -8.7379 -0.29 0.08 -0.57
H -16.1309 -15.9543 -9.0581 0.46 0.30 -0.61
C -20.5549 -11.4439 -5.5311 -1.22 1.07 -0.13
O -20.3573 -12.3632 -6.6045 0.67 0.32 -0.13
C -20.4991 -11.8556 -7.8340 -0.97 0.49 0.13
O -20.8655 -10.7412 -8.1340 0.34 -0.10 0.46
O -20.2539 -12.8159 -8.6900 0.27 -1.54 -0.22
C -20.4561 -12.6040 -10.0837 -0.78 0.97 0.14
H -20.0078 -10.5031 -5.6168 0.70 -0.40 -0.14
H -20.3932 -11.9392 -4.5799 0.18 -0.18 -0.24
H -21.5790 -11.0677 -5.5953 -0.18 -0.36 0.26
H -21.3463 -12.0014 -10.2770 0.12 0.33 0.30
H -20.7129 -13.5447 -10.5637 0.84 -0.22 0.14
H -19.5902 -12.0502 -10.4384 -0.02 -0.35 -0.48
C -13.5162 -4.4151 -11.4067 -0.28 -0.10 0.02
O -12.3497 -4.0555 -10.6782 1.43 -0.65 -1.74
C -12.3877 -3.5730 -9.4845 -1.22 0.86 2.75
O -13.3799 -3.4446 -8.7842 0.37 -0.14 -0.45
O -11.1655 -3.2389 -9.0852 1.29 0.02 -1.04
C -10.8831 -2.7373 -7.7579 -1.71 -1.27 -0.44
H -13.3091 -5.2872 -12.0242 0.41 -0.08 0.31
H -13.7280 -3.6208 -12.1217 -0.43 0.23 0.39
H -14.3079 -4.6644 -10.7067 -0.25 0.35 -0.27
H -10.8785 -3.6266 -7.1267 0.26 0.20 0.32
H -11.7566 -2.1510 -7.4777 0.45 0.48 0.30
H -9.9129 -2.2549 -7.7671 -0.21 0.19 -0.18
C -18.3753 -11.0609 -12.7242 0.37 1.36 -0.21
O -18.7144 -12.4248 -12.7677 -0.65 -0.94 -0.29
C -17.8397 -13.3078 -12.3975 0.28 -0.58 -0.22
O -16.6509 -13.1206 -12.1565 1.58 0.50 0.32
O -18.4056 -14.4944 -12.3593 -0.02 0.03 0.31
C -17.6074 -15.6257 -11.9683 -0.74 -0.33 -0.42
H -17.9599 -10.8406 -11.7425 0.18 0.34 -0.39
H -19.2565 -10.4568 -12.9402 -0.36 -0.44 0.42
H -17.7246 -10.7865 -13.5573 0.48 -0.28 0.37
H -17.4377 -15.6695 -10.8946 0.20 0.41 -0.04
H -16.7015 -15.6777 -12.5671 0.08 0.01 0.18
H -18.2700 -16.4533 -12.2135 0.26 -0.13 -0.06
```
Positions in Å, forces in eV/Å.

Here are the Löwdin charges for atoms 1 to 5, given in e: Be 1.161; C -0.417; O -0.122; O -0.177; C -0.508